61
Properties=species:S:1:pos:R:3:lowdin_charge:R:1 method="wB97M-V/def2-TZVPD" charge=+1 e_above_lowest_kcal_mol=18.0 homo_lumo_gap_ev=8.234
Ca -0.68 0.58 0.16 1.14
C -2.66 -2.03 -0.29 -0.19
C -2.32 -1.29 -1.60 -0.19
N -2.46 0.16 -1.48 -0.15
C -3.81 0.65 -1.16 -0.18
C -3.76 1.81 -0.17 -0.18
N -2.84 1.59 0.95 -0.16
C -3.32 0.74 2.05 -0.20
C -3.44 -0.74 1.70 -0.19
N -2.29 -1.28 0.94 -0.12
H -2.14 -2.99 -0.30 0.12
H -3.73 -2.26 -0.26 0.11
H -2.94 -1.72 -2.40 0.13
H -1.27 -1.48 -1.87 0.11
H -2.12 0.62 -2.32 0.09
H -4.40 -0.17 -0.76 0.10
H -4.34 0.98 -2.06 0.13
H -4.77 2.04 0.18 0.13
H -3.39 2.70 -0.69 0.12
H -2.60 2.49 1.34 0.01
H -4.30 1.08 2.42 0.13
H -2.61 0.87 2.87 0.10
H -4.35 -0.91 1.13 0.10
H -3.57 -1.29 2.63 0.13
H -1.77 -1.90 1.54 0.10
N -1.26 2.43 -3.49 0.02
C 0.20 2.45 -3.24 -0.16
C 0.37 1.85 -1.86 -0.68
O 0.67 0.63 -1.74 -0.15
O 0.05 2.56 -0.85 -0.16
H -1.43 2.52 -4.48 0.08
H -1.67 3.24 -3.04 0.08
H 0.63 3.45 -3.28 0.12
H 0.69 1.81 -3.96 0.12
Br 0.35 2.12 2.68 0.64
C 0.32 3.91 1.92 -0.98
Br -1.39 4.75 2.07 0.67
H 0.56 3.81 0.87 -0.03
H 1.04 4.49 2.48 0.01
C 4.46 -1.38 -0.69 -0.18
N 4.43 -0.58 0.53 -0.15
C 4.73 -1.44 1.67 -0.18
N 3.85 -2.61 1.77 -0.15
C 3.90 -3.35 0.51 -0.19
N 3.57 -2.54 -0.66 -0.15
C 2.17 -2.13 -0.65 -0.33
P 1.73 -1.11 0.83 0.95
C 3.14 0.09 0.70 -0.33
C 2.49 -2.22 2.11 -0.33
H 5.48 -1.74 -0.83 0.13
H 4.19 -0.75 -1.54 0.13
H 4.68 -0.86 2.59 0.13
H 5.76 -1.81 1.55 0.13
H 3.22 -4.20 0.57 0.13
H 4.92 -3.73 0.39 0.13
H 1.54 -3.03 -0.68 0.09
H 1.95 -1.55 -1.55 0.07
H 3.17 0.71 1.60 0.07
H 2.96 0.75 -0.15 0.08
H 1.88 -3.12 2.22 0.09
H 2.49 -1.71 3.08 0.09

***

19
Properties=species:S:1:pos:R:3:lowdin_charge:R:1 method="wB97M-V/def2-TZVPD" charge=0 smiles=OCCCCO.O e_above_lowest_kcal_mol=57.2 homo_lumo_gap_ev=10.684
C -0.68 1.22 0.34 -0.17
C -0.92 0.04 -0.65 -0.20
C -0.83 -1.37 -0.02 -0.19
O 0.00 -2.15 -0.97 -0.15
C 0.32 1.37 1.56 -0.21
O -0.15 0.30 2.40 -0.13
H -1.64 1.09 0.79 0.09
H -0.76 2.08 -0.25 0.08
H -0.28 0.25 -1.56 0.11
H -1.98 0.32 -1.03 0.13
H -1.91 -1.66 0.12 0.13
H -0.13 -1.38 0.76 0.08
H -0.39 -2.71 -1.71 0.11
H 0.14 2.40 1.96 0.12
H 1.35 1.30 1.40 0.08
H 0.49 -0.05 3.12 0.14
H 2.17 -0.60 -1.47 -0.02
H 2.56 -0.45 -2.82 0.03
O 2.65 0.00 -1.98 -0.03